# C28H27AuN5S2

A molecular structure, C28H27AuN5S2 (wB97M-V/def2-TZVPD, the Open Molecules 2025 dataset).

Atoms and positions in Å:
Au: -1.874 -0.633 -0.320
C: -4.655 -1.788 0.142
N: -3.314 -2.294 -0.223
C: -2.713 -3.122 0.850
C: -2.397 -2.253 2.056
N: -1.436 -1.155 1.718
C: -0.052 -1.693 1.713
C: -1.589 -0.045 2.679
C: -1.041 -0.168 3.952
C: -1.220 0.835 4.887
C: -1.958 1.961 4.547
C: -2.515 2.077 3.290
C: -2.350 1.076 2.323
S: -3.127 1.291 0.761
C: -3.391 -2.940 -1.533
C: -3.957 -4.202 -1.666
C: -4.092 -4.767 -2.922
C: -3.679 -4.060 -4.044
C: -3.130 -2.798 -3.914
C: -2.977 -2.230 -2.651
S: -2.256 -0.617 -2.552
H: -5.313 -2.632 0.360
H: -5.049 -1.227 -0.702
H: -4.594 -1.113 0.991
H: -1.817 -3.592 0.443
H: -3.396 -3.921 1.156
H: -1.973 -2.858 2.861
H: -3.297 -1.782 2.446
H: 0.183 -2.174 2.662
H: 0.644 -0.879 1.537
H: 0.047 -2.433 0.919
H: -0.475 -1.047 4.227
H: -0.790 0.737 5.873
H: -2.102 2.753 5.269
H: -3.093 2.954 3.033
H: -4.299 -4.740 -0.792
H: -4.526 -5.750 -3.027
H: -3.787 -4.493 -5.028
H: -2.812 -2.249 -4.791
N: 4.136 3.620 -0.640
C: 5.443 3.856 -0.998
C: 6.282 4.952 -0.822
C: 7.561 4.831 -1.322
C: 7.995 3.665 -1.976
C: 7.163 2.583 -2.150
C: 5.862 2.683 -1.652
N: 4.832 1.772 -1.684
C: 3.832 2.356 -1.079
C: 2.534 1.719 -0.897
C: 1.494 2.298 -0.171
C: 0.299 1.619 -0.044
N: 0.107 0.424 -0.591
C: 1.089 -0.142 -1.308
C: 2.311 0.464 -1.478
H: 3.525 4.266 -0.175
H: 5.954 5.852 -0.322
H: 8.251 5.656 -1.210
H: 9.009 3.626 -2.348
H: 7.490 1.684 -2.653
H: 1.590 3.264 0.303
H: -0.545 2.029 0.499
H: 0.868 -1.099 -1.759
H: 3.093 -0.006 -2.054

Values from the calculation:
Energy above the lowest of the compared OMol25 structures with the same formula, charge and spin   76.7 kJ/mol
HOMO energy (alpha / beta)   -10.291 / -10.291 eV
Electronic energy   -62281.9375 eV
Maximum force   0.8 eV Å⁻¹
Kohn-Sham gap (alpha / beta)   5.599 / 5.598 eV
Charge   +1

=====

# C28H27B2F4N4O4OsS

A molecular structure, C28H27B2F4N4O4OsS (wB97M-V/def2-TZVPD, the Open Molecules 2025 dataset).

Atoms and positions in Å:
Os: -0.770 -0.284 0.798
O: -2.229 -6.231 5.640
C: -2.549 -4.991 6.067
O: -2.852 -4.788 7.204
C: -2.541 -3.907 5.027
C: -3.553 -2.957 5.062
C: -3.574 -1.927 4.140
C: -2.570 -1.832 3.180
C: -1.527 -2.741 3.186
C: -1.521 -3.790 4.093
N: -2.552 -0.768 2.205
C: -3.627 -0.137 1.940
C: -3.645 1.018 1.031
C: -4.740 1.855 0.978
C: -4.690 2.961 0.138
C: -3.556 3.173 -0.620
C: -2.495 2.280 -0.517
N: -2.543 1.228 0.297
H: -2.145 -6.248 4.678
H: -4.311 -3.021 5.831
H: -4.355 -1.183 4.214
H: -0.729 -2.664 2.464
H: -0.706 -4.503 4.078
H: -4.573 -0.416 2.393
H: -5.611 1.650 1.586
H: -5.528 3.642 0.080
H: -3.480 4.013 -1.295
H: -1.592 2.398 -1.100
C: 1.541 2.475 -6.784
C: 2.786 2.384 -5.893
C: 3.939 1.826 -6.726
C: 3.172 3.790 -5.412
C: 2.467 1.501 -4.682
C: 3.111 0.283 -4.455
C: 2.819 -0.538 -3.364
C: 1.852 -0.085 -2.508
O: 1.353 -0.687 -1.350
B: 0.406 0.195 -0.898
O: 0.277 1.313 -1.692
C: 1.207 1.110 -2.717
C: 1.482 1.926 -3.783
H: 1.748 3.100 -7.655
H: 0.696 2.915 -6.250
H: 1.241 1.487 -7.137
H: 4.142 2.504 -7.555
H: 3.700 0.849 -7.151
H: 4.857 1.734 -6.141
H: 3.461 4.408 -6.264
H: 4.015 3.749 -4.720
H: 2.344 4.291 -4.909
H: 3.870 -0.051 -5.147
H: 3.325 -1.480 -3.207
H: 0.952 2.860 -3.914
C: 3.655 0.684 5.331
C: 2.772 0.199 4.227
C: 2.827 -1.124 3.778
C: 1.965 -1.505 2.780
N: 1.106 -0.622 2.256
C: 1.136 0.622 2.734
S: -0.057 1.637 1.920
N: 1.916 1.080 3.689
H: 4.685 0.368 5.168
H: 3.327 0.252 6.278
H: 3.607 1.766 5.403
H: 3.529 -1.828 4.201
H: 1.948 -2.509 2.373
F: -2.683 -3.187 0.276
B: -1.774 -2.626 -0.568
F: -0.503 -2.380 0.199
F: -1.514 -3.286 -1.703
F: -2.139 -1.227 -0.805

Values from the calculation:
Expectation value of S²   6.022
Energy above the lowest of the compared OMol25 structures with the same formula, charge and spin   0.0 kJ/mol
HOMO energy (alpha / beta)   -11.117 / -11.109 eV
Electronic energy   -69151.4076 eV
Multiplicity   5
Maximum force   0.7 eV Å⁻¹
Kohn-Sham gap (alpha / beta)   6.931 / 5.624 eV
Charge   +1

=====

# C28H27BrCl44NO4P

12 unconnected molecules or ions with the total composition C28H27BrCl44NO4P (wB97M-V/def2-TZVPD, the Open Molecules 2025 dataset).

Atoms and positions in Å:
C: -0.930 -0.165 4.564
C: -0.208 0.068 3.634
C: 0.644 0.030 2.444
P: 1.210 1.688 1.780
Br: 0.704 2.863 3.800
C: -0.090 2.693 0.922
C: -1.405 1.909 0.715
C: -2.647 2.797 1.009
C: -3.642 2.170 2.037
C: -5.072 1.983 1.491
C: -5.408 0.518 1.245
O: -5.101 -0.217 2.450
C: -5.904 -1.313 2.640
O: -6.715 -1.339 3.511
C: -5.744 -2.507 1.745
C: -6.306 -2.557 0.518
C: 2.950 2.409 1.914
C: 3.022 3.886 2.211
O: 3.711 4.320 3.097
O: 2.286 4.716 1.440
N: 1.607 0.945 0.177
C: 2.091 -0.229 0.109
C: 1.319 -1.287 -0.645
C: 3.418 -0.691 0.685
H: -1.831 -0.221 5.127
H: 0.010 -0.456 1.708
H: 1.479 -0.602 2.749
H: -0.284 3.542 1.566
H: 0.331 3.095 0.005
H: -1.458 0.976 1.269
H: -1.461 1.667 -0.348
H: -2.364 3.771 1.405
H: -3.182 2.986 0.077
H: -3.720 2.824 2.904
H: -3.205 1.239 2.392
H: -5.799 2.337 2.223
H: -5.207 2.556 0.574
H: -6.478 0.398 1.066
H: -4.830 0.152 0.391
H: -5.186 -3.344 2.153
H: -6.900 -3.428 0.256
H: -6.140 -1.782 -0.220
H: 3.390 2.269 0.932
H: 3.562 1.861 2.625
H: 2.077 5.488 1.985
H: 1.403 -2.192 -0.041
H: 1.769 -1.515 -1.615
H: 0.273 -1.015 -0.734
H: 3.417 -0.797 1.772
H: 3.780 -1.593 0.199
H: 4.157 0.083 0.465
Cl: -0.498 -3.024 1.977
C: -0.932 -4.380 0.912
Cl: -0.292 -5.880 1.590
Cl: -2.687 -4.474 0.787
Cl: -0.258 -4.128 -0.702
Cl: 7.718 3.948 1.312
C: 6.755 3.841 -0.163
Cl: 6.938 2.228 -0.873
Cl: 5.056 4.118 0.223
Cl: 7.305 5.056 -1.320
Cl: -1.164 5.774 -0.685
C: -2.115 5.559 -2.154
Cl: -1.806 3.939 -2.792
Cl: -3.835 5.737 -1.791
Cl: -1.634 6.771 -3.347
Cl: 0.526 2.173 -6.547
C: -0.898 3.097 -7.025
Cl: -0.602 3.880 -8.582
Cl: -2.296 2.025 -7.160
Cl: -1.205 4.325 -5.793
Cl: -0.388 9.522 -8.001
C: 0.630 8.797 -6.752
Cl: 0.404 9.667 -5.230
Cl: 0.173 7.105 -6.530
Cl: 2.324 8.892 -7.242
Cl: 5.118 3.199 -4.935
C: 4.490 3.386 -6.577
Cl: 2.995 4.321 -6.530
Cl: 5.684 4.223 -7.573
Cl: 4.164 1.790 -7.267
Cl: 5.230 -3.751 -0.869
C: 3.951 -4.963 -1.017
Cl: 2.879 -4.886 0.387
Cl: 3.015 -4.651 -2.485
Cl: 4.681 -6.564 -1.113
Cl: -1.782 -3.480 8.125
C: -0.281 -2.547 8.076
Cl: -0.250 -1.569 6.593
Cl: -0.198 -1.486 9.486
Cl: 1.099 -3.654 8.089
Cl: -3.945 -7.413 3.763
C: -3.919 -5.895 4.670
Cl: -2.748 -4.799 3.933
Cl: -5.521 -5.151 4.622
Cl: -3.463 -6.215 6.346
Cl: -2.930 -6.220 -3.270
C: -4.057 -7.018 -2.166
Cl: -3.149 -7.975 -0.991
Cl: -5.005 -5.794 -1.316
Cl: -5.137 -8.072 -3.082
Cl: 6.649 -9.010 -2.588
C: 8.110 -8.012 -2.584
Cl: 9.339 -8.768 -3.601
Cl: 7.731 -6.406 -3.213
Cl: 8.716 -7.870 -0.931

Values from the calculation:
HOMO energy   -8.268 eV
Electronic energy   -669463.0443 eV
Maximum force   2.9 eV Å⁻¹
SMILES string   C#CCP(Br)(CCCCCCOC(=O)C=C)(CC(=O)O)N=C(C)C.ClC(Cl)(Cl)Cl.ClC(Cl)(Cl)Cl.ClC(Cl)(Cl)Cl.ClC(Cl)(Cl)Cl.ClC(Cl)(Cl)Cl.ClC(Cl)(Cl)Cl.ClC(Cl)(Cl)Cl.ClC(Cl)(Cl)Cl.ClC(Cl)(Cl)Cl.ClC(Cl)(Cl)Cl.ClC(Cl)(Cl)Cl
Kohn-Sham gap   8.071 eV

=====

# C28H27CoINO2P

A molecular structure, C28H27CoINO2P (wB97M-V/def2-TZVPD, the Open Molecules 2025 dataset).

Atoms and positions in Å:
Co: 0.065 -0.632 -0.711
N: -0.943 0.172 0.680
C: -1.711 1.347 0.322
C: -2.726 1.818 1.137
C: -3.393 2.977 0.770
C: -3.050 3.660 -0.393
C: -2.041 3.179 -1.207
C: -1.365 2.016 -0.842
P: -0.091 1.236 -1.829
C: -0.625 1.329 -3.544
C: 0.234 1.751 -4.556
C: -0.240 1.868 -5.856
C: -1.564 1.578 -6.141
C: -2.429 1.177 -5.128
C: -1.964 1.049 -3.835
C: 1.473 2.104 -1.679
C: 1.561 3.304 -0.979
C: 2.790 3.940 -0.864
C: 3.922 3.376 -1.430
C: 3.837 2.170 -2.117
C: 2.617 1.532 -2.239
H: -0.158 0.465 1.334
H: -1.541 -0.526 1.118
H: -2.993 1.291 2.044
H: -4.190 3.351 1.398
H: -3.582 4.561 -0.667
H: -1.786 3.688 -2.128
H: 1.261 2.004 -4.339
H: 0.428 2.194 -6.640
H: -1.929 1.671 -7.155
H: -3.465 0.962 -5.352
H: -2.640 0.734 -3.049
H: 0.682 3.740 -0.521
H: 2.861 4.873 -0.321
H: 4.879 3.870 -1.327
H: 4.725 1.723 -2.544
H: 2.558 0.583 -2.761
I: -1.575 -1.944 -1.908
C: 7.759 1.769 0.935
C: 6.305 1.395 0.977
C: 5.379 2.179 1.646
C: 4.028 1.855 1.695
C: 3.139 2.780 2.485
C: 3.582 0.705 1.009
C: 4.515 -0.123 0.343
C: 4.176 -1.418 -0.353
C: 5.852 0.242 0.349
C: 2.127 0.427 0.962
O: 1.323 0.936 1.747
O: 1.711 -0.378 0.007
H: 7.983 2.572 1.635
H: 8.042 2.103 -0.065
H: 8.389 0.913 1.180
H: 5.718 3.068 2.165
H: 3.730 3.615 2.860
H: 2.686 2.266 3.331
H: 2.317 3.172 1.887
H: 3.537 -2.057 0.254
H: 5.094 -1.961 -0.569
H: 3.656 -1.245 -1.295
H: 6.569 -0.405 -0.145

Values from the calculation:
Energy above the lowest of the compared OMol25 structures with the same formula, charge and spin   0.0 kJ/mol
HOMO energy (alpha / beta)   -11.347 / -11.347 eV
Electronic energy   -90071.9514 eV
Maximum force   0.1 eV Å⁻¹
Kohn-Sham gap (alpha / beta)   6.527 / 6.508 eV
Charge   +1

=====

# C28H27CoN8

A molecular structure, C28H27CoN8 (wB97M-V/def2-TZVPD, the Open Molecules 2025 dataset).

Atoms and positions in Å:
Co: -0.780 -0.157 -0.324
C: -1.981 -2.600 1.323
N: -1.064 -1.524 1.681
C: -1.604 -0.625 2.708
C: -1.173 0.800 2.464
C: -0.446 1.540 3.378
C: -0.167 2.872 3.098
C: -0.669 3.419 1.930
C: -1.364 2.595 1.063
N: -1.572 1.299 1.288
C: 0.262 -2.009 2.025
C: 1.053 -2.388 0.797
C: 2.242 -3.093 0.916
C: 2.983 -3.366 -0.221
C: 2.490 -2.935 -1.443
C: 1.288 -2.252 -1.470
N: 0.579 -1.969 -0.374
C: -2.988 -2.163 0.280
C: -4.008 -3.013 -0.129
C: -4.914 -2.564 -1.072
C: -4.786 -1.267 -1.556
C: -3.739 -0.496 -1.096
N: -2.837 -0.940 -0.216
H: -2.519 -2.977 2.203
H: -1.404 -3.432 0.913
H: -1.320 -0.946 3.718
H: -2.693 -0.649 2.641
H: -0.102 1.084 4.298
H: 0.419 3.468 3.784
H: -0.512 4.461 1.686
H: -1.780 2.980 0.140
H: 0.226 -2.858 2.723
H: 0.798 -1.199 2.530
H: 2.577 -3.412 1.895
H: 3.922 -3.897 -0.155
H: 3.019 -3.115 -2.368
H: 0.874 -1.914 -2.409
H: -4.084 -4.011 0.283
H: -5.712 -3.205 -1.420
H: -5.479 -0.871 -2.284
H: -3.603 0.520 -1.444
C: 0.270 3.210 -2.186
C: 1.504 2.962 -1.369
C: 2.565 3.842 -1.454
C: 3.729 3.664 -0.712
C: 3.837 2.567 0.141
C: 2.813 1.657 0.264
C: 2.934 0.465 1.168
C: 1.590 1.817 -0.492
N: 0.630 0.933 -0.360
H: 0.498 3.861 -3.029
H: -0.498 3.701 -1.583
H: -0.147 2.274 -2.547
H: 2.479 4.688 -2.126
H: 4.546 4.367 -0.806
H: 4.747 2.425 0.714
H: 3.909 0.448 1.656
H: 2.806 -0.456 0.596
H: 2.152 0.488 1.932
N: -1.140 -0.230 -2.315
C: -0.683 -0.423 -3.381
N: -0.314 -0.687 -4.555
C: 0.721 -0.450 -5.307
N: 1.617 -0.313 -6.032

Values from the calculation:
Expectation value of S²   6.072
HOMO energy (alpha / beta)   -6.785 / -7.363 eV
Electronic energy   -79021.0093 eV
Multiplicity   5
Maximum force   1.0 eV Å⁻¹
Kohn-Sham gap (alpha / beta)   7.041 / 7.245 eV

=====

# C28H27DyN9S2

A molecular structure, C28H27DyN9S2 (wB97M-V/def2-TZVPD, the Open Molecules 2025 dataset).

Atoms and positions in Å:
Dy: 0.345 -0.165 -0.078
N: 1.827 -4.080 2.264
C: 1.723 -2.988 1.489
S: 0.581 -1.803 2.140
N: 2.513 -2.904 0.461
N: 2.323 -1.814 -0.342
C: 3.121 -1.610 -1.278
C: 3.066 -0.335 -2.034
C: 4.170 0.040 -2.791
C: 4.105 1.248 -3.421
C: 3.048 2.121 -3.185
C: 2.012 1.732 -2.361
N: 2.020 0.536 -1.790
H: 1.231 -4.137 3.058
H: 2.344 -4.899 2.090
H: 4.036 -2.232 -1.398
H: 5.077 -0.703 -2.800
H: 4.889 1.558 -4.054
H: 3.119 3.124 -3.472
H: 1.192 2.344 -2.074
C: 4.257 1.478 2.220
C: 3.303 0.635 1.591
N: 2.077 0.993 1.304
C: 1.667 2.238 1.714
C: 2.552 3.134 2.289
C: 3.862 2.721 2.554
C: 2.160 4.405 2.731
C: 0.866 4.827 2.439
C: -0.012 4.014 1.744
C: 0.334 2.708 1.420
N: -0.414 1.808 0.682
C: -1.761 1.996 0.444
C: -2.704 2.531 1.285
C: -4.060 2.553 1.034
C: -4.556 2.168 -0.199
C: -3.632 1.667 -1.152
C: -4.034 1.392 -2.471
C: -3.070 1.031 -3.383
C: -1.769 0.764 -2.884
N: -1.351 0.952 -1.662
C: -2.242 1.583 -0.811
H: 5.231 1.108 2.538
H: 3.603 -0.383 1.317
H: 4.511 3.426 3.039
H: 2.881 5.094 3.236
H: 0.501 5.806 2.749
H: -0.948 4.512 1.466
H: -2.432 3.004 2.234
H: -4.752 3.064 1.714
H: -5.600 2.308 -0.453
H: -5.058 1.601 -2.741
H: -3.266 0.957 -4.441
H: -1.048 0.303 -3.538
C: -2.576 -4.694 1.792
N: -2.077 -3.571 0.921
C: -2.369 -3.227 -0.295
S: -1.919 -1.692 -0.942
N: -3.128 -3.967 -1.107
C: -3.254 -5.450 -1.075
H: -2.260 -4.503 2.800
H: -2.180 -5.631 1.462
H: -3.693 -4.647 1.787
H: -1.260 -3.095 1.308
H: -3.306 -3.484 -1.964
H: -2.259 -5.958 -1.035
H: -3.773 -5.848 -1.903
H: -3.786 -5.665 -0.187

Values from the calculation:
Expectation value of S²   9.331
HOMO energy (alpha / beta)   -9.299 / -9.307 eV
Electronic energy   -88637.8377 eV
Multiplicity   6
Maximum force   2.8 eV Å⁻¹
Kohn-Sham gap (alpha / beta)   6.269 / 6.285 eV
Charge   +1